Entry 1:
DFT (ωB97M-V/def2-TZVPD) results for a cluster of 7 separate species, C18H41Cl4O14P2 in total.

CARTESIAN COORDINATES (ANGSTROEM)
Cl (-18.55693, -5.80526, 29.86799)
Cl (-25.37861, -7.38207, 31.04384)
Cl (-23.05041, -6.66664, 32.68761)
Cl (-21.00691, -7.19302, 28.85595)
P (-21.20348, 1.49411, 29.29269)
P (-23.96527, 1.26031, 32.77760)
O (-23.99333, 0.52843, 31.47673)
O (-22.34393, 0.61396, 28.98866)
O (-20.23033, 0.97501, 30.49264)
O (-22.63673, 2.14629, 33.09402)
O (-24.06866, 0.28120, 34.05763)
O (-23.10396, -2.96544, 31.62126)
O (-21.93882, -2.73020, 29.82845)
O (-19.84124, -0.38006, 35.05262)
O (-18.06129, -6.16149, 35.58995)
O (-20.22888, -5.38513, 35.51986)
O (-20.11574, 1.82088, 28.05014)
O (-25.18658, 2.40001, 32.92341)
O (-21.57171, 3.03806, 29.82908)
O (-17.83919, -1.44805, 34.70627)
C (-22.07983, -3.24646, 30.95179)
C (-18.74219, -0.78932, 35.45838)
C (-17.06863, -2.94593, 32.90291)
C (-20.27519, -4.97865, 36.87047)
C (-20.33983, -3.45917, 36.88841)
C (-22.60963, 3.80652, 29.23430)
C (-21.03878, -4.20317, 31.52368)
C (-19.20845, -6.32050, 33.53541)
C (-23.11389, -0.74003, 34.15213)
C (-20.70346, 0.05721, 31.44475)
C (-18.11254, -1.90950, 33.36623)
C (-18.17497, -0.34686, 36.75776)
C (-22.63319, 3.29110, 33.93838)
C (-25.49366, 3.15780, 31.79012)
C (-19.65473, -6.05020, 28.54898)
C (-23.88573, -6.35691, 31.09681)
C (-19.03526, 2.73960, 28.15801)
C (-19.06776, -5.94516, 34.96549)
H (-17.53267, -3.40110, 32.02794)
H (-20.11347, -0.84950, 31.57856)
H (-22.16333, -0.59953, 33.63755)
H (-23.40703, 4.01831, 29.94662)
H (-19.43905, -5.36517, 37.45320)
H (-20.05846, -5.10765, 28.17925)
H (-19.37247, -3.06203, 36.58086)
H (-21.13857, -5.21678, 31.13540)
H (-18.93388, -0.42545, 37.53620)
H (-23.59675, 3.59836, 34.34492)
H (-21.76029, -0.17285, 31.30954)
H (-21.26087, -5.34895, 37.15228)
H (-19.14886, -2.23647, 33.28121)
H (-21.93355, 2.91463, 34.68461)
H (-17.35610, -0.94983, 37.15019)
H (-25.15984, 2.77661, 30.82504)
H (-17.81671, 0.68179, 36.71735)
H (-20.24834, -6.53759, 33.29125)
H (-19.11188, 3.47081, 28.96272)
H (-23.65514, -1.63107, 33.83400)
H (-23.17345, -6.57977, 30.30240)
H (-16.75548, -3.70499, 33.61976)
H (-18.11212, 2.17409, 28.03112)
H (-20.58007, -3.06592, 37.87620)
H (-24.17402, -5.31348, 30.96951)
H (-26.57438, 3.29607, 31.75824)
H (-19.04149, 3.30648, 27.22705)
H (-22.17945, 4.72347, 28.83149)
H (-22.74196, -0.84408, 35.17141)
H (-20.62814, 0.54089, 32.41865)
H (-20.02031, -3.88474, 31.30138)
H (-22.23958, 4.16475, 33.41885)
H (-25.09153, 4.13945, 32.04059)
H (-17.97455, -1.00116, 32.77973)
H (-21.17488, -3.06888, 36.30664)
H (-18.96339, -5.51992, 32.83746)
H (-23.07363, 3.17242, 28.47883)
H (-16.15976, -2.41485, 32.62000)
H (-21.08530, -4.19229, 32.61264)
H (-18.57454, -7.19911, 33.41581)
H (-19.01889, -6.49740, 27.78490)

## Properties
HOMO energy: -3.913 eV
Relative energy (zero: lowest compared OMol25 entry of this formula, charge and spin): 3.155 eV
HOMO-LUMO gap: 6.33 eV
Charge: -1
Lowest unoccupied orbital energy: 2.41 eV

Entry 2:
DFT (ωB97M-V/def2-TZVPD) results for a cluster of 2 separate species, C4H11N2O in total.

CARTESIAN COORDINATES (ANGSTROEM)
O (-1.36278, -1.02279, 1.24057)
N (0.51373, 0.29308, 0.06899)
N (-1.15989, -1.30308, -1.21484)
C (-0.44091, -2.12709, 1.12887)
C (-0.15367, 1.22372, -0.91008)
C (0.71596, 0.76165, 1.41085)
C (-0.84159, -1.25047, 0.03466)
H (1.50109, 1.45550, 1.55529)
H (0.89278, -0.20069, 1.95436)
H (-0.29332, 0.82639, -1.86598)
H (1.36975, -0.17386, -0.39310)
H (-0.88933, -2.19730, -1.61737)
H (0.42524, 2.20026, -0.96015)
H (0.42102, -2.22873, 1.71012)
H (-1.85913, -0.73927, -1.71864)
H (-1.09820, 1.34751, -0.33985)
H (-0.31656, 1.14026, 1.77785)
H (-1.04823, -3.05486, 1.25576)

## Properties
HOMO energy: -14.409 eV
Relative energy (zero: lowest compared OMol25 entry of this formula, charge and spin): 4.414 eV
HOMO-LUMO gap: 11.35 eV
Charge: +1
Lowest unoccupied orbital energy: -3.06 eV

Entry 3:
DFT (ωB97M-V/def2-TZVPD) results for a structure of composition C41H38N4O3P2Pb.

CARTESIAN COORDINATES (ANGSTROEM)
Pb (-0.12368, 0.30164, -0.31238)
P (-1.33496, -1.99650, 0.52818)
P (3.06412, 0.21367, 0.16850)
O (-1.98661, 0.96176, 0.92173)
O (-2.83949, 2.65268, -0.27115)
O (0.52214, -0.62741, -2.92385)
N (-2.65097, 2.64552, -2.80168)
N (0.57831, -0.31486, 2.07236)
N (-1.53370, 1.64408, -4.62438)
N (-1.07610, 0.94951, -2.54635)
C (-2.61754, 2.07947, 0.79750)
C (-4.19075, 3.55742, 2.09020)
C (-4.94759, -3.85978, 0.05644)
C (-3.92951, 3.88218, 4.46059)
C (2.64564, 3.84538, -2.58788)
C (6.46903, -1.84263, 0.84010)
C (3.34813, 2.70812, -2.96689)
C (5.14871, -1.47802, 0.64735)
C (-0.54736, 0.59110, -4.79490)
C (3.00789, 1.76166, -0.77365)
C (0.70118, -1.58955, 4.00623)
C (-2.84644, 3.01433, 4.46577)
C (-5.68510, -2.87801, -0.59323)
C (-0.27389, 0.20762, -3.34817)
C (-4.60168, 4.14761, 3.27807)
C (-2.43992, 2.41187, 3.28420)
C (-1.40432, -1.62689, 2.38786)
C (-3.04946, -2.38931, 0.11533)
C (-5.10746, -1.65102, -0.88858)
C (4.82734, -0.16230, 0.29538)
C (2.12347, 3.94197, -1.30657)
C (1.31950, -4.72452, -0.82607)
C (5.84321, 0.78284, 0.12953)
C (-0.33972, -3.50406, 0.42326)
C (2.29413, 2.90189, -0.40504)
C (-3.63069, -3.62265, 0.41049)
C (1.23562, -5.76595, 0.08649)
C (2.75983, 0.70458, 2.05881)
C (-0.41413, -4.54952, 1.34411)
C (-0.09577, -1.18938, 2.82508)
C (3.52570, 1.66912, -2.06969)
C (-2.16144, 2.36297, -5.71758)
C (-3.10836, 2.68964, 2.09504)
C (1.77216, -0.13011, 2.66623)
C (-3.79143, -1.40298, -0.53760)
C (7.16181, 0.40902, 0.32413)
C (-1.79690, 1.78806, -3.32043)
C (0.37146, -5.67757, 1.17057)
C (1.86757, -0.94020, 3.90139)
C (7.47505, -0.89632, 0.68352)
C (0.53812, -3.59134, -0.65933)
H (1.58234, 4.82941, -1.00585)
H (-5.40188, -4.81423, 0.28614)
H (-5.44513, 4.82538, 3.27069)
H (8.50748, -1.18081, 0.83590)
H (4.35275, -2.20955, 0.74798)
H (7.95289, 1.13629, 0.19865)
H (5.60252, 1.80138, -0.14514)
H (-3.33269, -0.44604, -0.76107)
H (1.84223, -6.65191, -0.04515)
H (-5.68685, -0.88730, -1.38984)
H (-0.95316, -0.25824, -5.34994)
H (-1.07680, -4.49512, 2.19961)
H (0.35340, 0.93994, -5.30317)
H (-1.58973, 1.74078, 3.27934)
H (-4.70883, 3.76667, 1.16438)
H (0.37749, -2.26400, 4.78388)
H (-1.89023, 3.42039, -5.70702)
H (2.70875, -0.94911, 4.57751)
H (3.70558, 0.71009, 2.59286)
H (2.37490, 1.72239, 1.92077)
H (-2.74129, 2.69430, -1.77486)
H (-1.82034, 1.93447, -6.65554)
H (-2.32331, 2.80090, 5.38948)
H (-1.81496, -2.44393, 2.97689)
H (0.30693, -6.49071, 1.88133)
H (-4.24474, 4.35772, 5.38003)
H (-3.05942, -4.40169, 0.89598)
H (-3.13168, 3.31638, -3.37594)
H (4.06069, 0.77626, -2.37231)
H (-6.71137, -3.07315, -0.87353)
H (0.59918, -2.77660, -1.37490)
H (-2.08664, -0.75853, 2.39451)
H (1.99402, -4.79216, -1.66928)
H (3.76021, 2.62857, -3.96445)
H (2.51310, 4.66111, -3.28624)
H (1.88034, 3.00791, 0.59245)
H (-3.24789, 2.27044, -5.67510)
H (6.71695, -2.86253, 1.10197)

## Properties
HOMO energy (spin up / spin down): -13.196 / -13.196 eV
Relative energy (zero: lowest compared OMol25 entry of this formula, charge and spin): 1.425 eV
HOMO-LUMO gap (spin up / spin down): 4.34 / 4.34 eV
Charge: +2
Lowest unoccupied orbital energy (spin up / spin down): -8.86 / -8.86 eV

Entry 4:
DFT (ωB97M-V/def2-TZVPD) results for a cluster of 2 separate species, C9H14O in total.

CARTESIAN COORDINATES (ANGSTROEM)
O (3.10027, 0.63250, 1.21108)
C (1.05515, 0.72245, 0.17467)
C (-0.92124, 0.79226, 1.51401)
C (1.13137, 0.55608, 2.59475)
C (-0.48171, -1.70107, -2.49586)
C (-0.29954, 0.78158, 0.23045)
C (1.73523, 0.61832, 1.35974)
C (0.41976, -1.16878, -3.55887)
C (-2.40223, 0.70293, 1.64392)
C (-0.27445, 0.66402, 2.69440)
H (-0.91300, -2.68396, -2.69167)
H (0.11017, -0.49639, -4.32063)
H (-0.73544, 0.62731, 3.65091)
H (-2.88999, 1.25121, 0.82083)
H (0.08627, -1.78706, -1.49507)
H (1.11418, -0.48666, -3.06067)
H (-2.67984, -0.34562, 1.44648)
H (-1.37736, -1.12061, -2.19550)
H (1.52994, 1.05179, -0.77867)
H (1.79993, 0.41031, 3.42016)
H (-0.83292, 0.98086, -0.73335)
H (3.56260, 0.99210, 1.98254)
H (0.94192, -1.93688, -4.03426)
H (-2.77907, 0.94333, 2.62061)

## Properties
HOMO energy: -8.346 eV
Relative energy (zero: lowest compared OMol25 entry of this formula, charge and spin): 1.138 eV
HOMO-LUMO gap: 9.24 eV
Lowest unoccupied orbital energy: 0.90 eV
SMILES: Cc1ccc(O)cc1.CC

Entry 5:
DFT (ωB97M-V/def2-TZVPD) results for a structure of composition C23H27BF4I2IrN2O4SSeSi.

CARTESIAN COORDINATES (ANGSTROEM)
Ir (1.25417, 1.05121, -0.06248)
I (3.55467, -4.99319, 3.46242)
I (5.55807, -1.19929, -0.81808)
Se (0.96157, 0.68141, -2.36168)
S (-2.08053, 0.89321, -0.51798)
Si (-0.00623, 0.34681, -4.53338)
F (2.29087, -1.83039, -1.25088)
F (1.15907, -3.48539, -0.18398)
F (0.67037, -1.30479, 0.24332)
F (0.16177, -2.21419, -1.79138)
O (-1.57933, 0.49831, -1.83858)
O (-0.95133, 1.23481, 0.38922)
O (3.31567, 0.35871, 0.41022)
O (-3.04253, 1.96801, -0.56608)
N (0.96467, 3.23851, 0.47312)
N (1.63067, 1.36541, 2.26142)
C (0.59007, 2.28141, 2.69062)
C (0.63527, 4.05961, -0.52708)
C (3.54927, -3.13469, 2.48782)
C (-0.86783, 4.08951, 1.72552)
C (2.61207, -0.91659, 2.32512)
C (-3.49553, -0.17109, 1.48652)
C (-1.26593, 4.86611, 0.65372)
C (-0.48573, 4.86381, -0.49448)
C (-3.26673, -2.44479, 2.25492)
C (4.40967, -2.90209, 1.42512)
C (-0.75763, 2.06021, -4.94068)
C (2.68237, -2.14839, 2.93672)
C (3.39947, -0.66899, 1.15512)
C (-2.75673, -0.48859, 0.36402)
C (-3.76983, -1.15589, 2.41732)
C (-1.22213, -1.10399, -4.45578)
C (-2.55183, -2.74459, 1.10272)
C (0.23237, 3.25411, 1.59082)
C (1.62937, 0.07181, 2.91302)
C (1.58807, -0.01999, -5.53358)
C (4.32937, -1.69059, 0.79192)
C (-3.47363, -3.47009, 3.32812)
C (-2.29323, -1.76719, 0.15442)
B (1.07227, -2.25709, -0.76208)
H (-3.09173, -4.43799, 3.01762)
H (5.10507, -3.65429, 1.08722)
H (-2.16453, -3.74029, 0.95432)
H (0.00137, 2.83701, -4.98678)
H (-1.65113, -1.34719, -5.42318)
H (1.37177, -0.22119, -6.57728)
H (-1.72223, -1.98359, -0.72958)
H (-1.42773, 4.08531, 2.64602)
H (2.09017, -0.89099, -5.12178)
H (-0.72113, -1.98249, -4.05858)
H (-4.52863, -3.56409, 3.57842)
H (2.02807, -2.34689, 3.77312)
H (-0.75323, 5.46311, -1.34948)
H (2.29037, 0.80791, -5.48818)
H (1.84487, 0.15881, 3.99672)
H (-1.47253, 2.33311, -4.17008)
H (0.62277, -0.34929, 2.80402)
H (1.29657, 4.04051, -1.38588)
H (-2.16693, 5.45691, 0.70892)
H (2.55347, 1.78861, 2.32982)
H (0.85287, 2.82511, 3.61092)
H (-2.94323, -3.16969, 4.23072)
H (-3.83633, 0.84591, 1.60732)
H (-0.31273, 1.69921, 2.89652)
H (-4.35393, -0.92639, 3.29722)
H (-1.27903, 2.05111, -5.89258)
H (-2.01663, -0.84949, -3.76048)

## Properties
2S+1: 2
HOMO energy (spin up / spin down): -7.428 / -7.427 eV
HOMO-LUMO gap (spin up / spin down): 5.28 / 5.18 eV
Lowest unoccupied orbital energy (spin up / spin down): -2.15 / -2.24 eV

Entry 6:
DFT (ωB97M-V/def2-TZVPD) results for a structure of composition C28H38I2N4O3Ti.

CARTESIAN COORDINATES (ANGSTROEM)
I (0.07508, -6.00673, -4.70288)
I (-1.40864, -0.23866, -4.29311)
Ti (0.92890, 0.96782, -1.26823)
O (-0.04152, -0.65846, -1.52793)
O (-1.05318, 2.11550, -1.72022)
O (0.97429, 2.69687, -2.28541)
N (0.94987, -2.85372, -0.27269)
N (-2.75695, -2.58892, 0.22389)
N (-1.02403, -0.78728, 2.22311)
N (-2.52782, -0.06007, -0.58477)
C (5.59658, 3.31458, 1.80059)
C (1.63801, -5.14934, -0.30305)
C (-0.28345, 2.84729, -2.38835)
C (0.51191, 3.45229, 0.95234)
C (-3.36869, -1.78131, 2.46975)
C (-2.41429, -0.57879, 2.54785)
C (3.34048, 3.98216, 1.31155)
C (-2.96063, 0.60210, 1.76847)
C (-3.55366, 0.28454, 0.40742)
C (4.69216, 4.28051, 1.40851)
C (0.51889, -2.97878, -1.55137)
C (-0.79757, 3.88049, -3.34722)
C (1.24743, 1.12446, 0.58155)
C (1.17550, -5.29584, -1.58783)
C (1.38600, 2.31115, 1.47788)
C (2.86002, 2.70893, 1.59179)
C (2.70848, 0.11679, -2.01046)
C (3.79200, 1.74602, 1.98576)
C (-0.50263, -3.12340, -4.14035)
C (-0.02829, -1.79354, -2.16873)
C (0.04864, -4.24574, -3.58089)
C (-0.53506, -1.91367, -3.42523)
C (-3.86943, -2.11958, 1.06569)
C (0.88206, 1.92589, 2.88188)
C (5.13532, 2.03882, 2.08815)
C (0.58218, -4.19567, -2.25523)
C (1.48779, -3.89612, 0.32184)
C (-4.51364, -0.88422, 0.42302)
H (2.10497, -5.96718, 0.22822)
H (-0.51771, 3.08480, 0.82644)
H (-2.88498, -2.65104, 2.92127)
H (3.57930, 0.76121, -1.83575)
H (-4.05418, 1.18406, 0.03404)
H (-3.08828, -3.18680, -0.52532)
H (1.50340, 1.15308, 3.32372)
H (0.49556, 4.29024, 1.64005)
H (-0.81414, 3.43142, -4.33896)
H (0.88279, 2.78294, 3.54984)
H (-0.57893, -1.43564, 2.84707)
H (3.45504, 0.74168, 2.18363)
H (1.82195, -3.76088, 1.34626)
H (-2.18505, 1.36272, 1.69137)
H (-0.91596, -3.15129, -5.13768)
H (-4.25146, -1.56885, 3.07781)
H (5.03354, 5.27856, 1.17163)
H (2.66471, 4.75985, 1.00110)
H (-4.88106, -1.10332, -0.57825)
H (-3.78859, 1.03521, 2.33102)
H (1.26006, -6.24013, -2.10262)
H (1.55849, 0.18809, 1.07076)
H (-0.77544, -1.02079, 1.26717)
H (-2.41172, -0.26279, 3.60235)
H (2.61483, -0.03647, -3.09471)
H (-0.12600, 4.73392, -3.37953)
H (-1.64209, 0.50271, -0.56326)
H (-2.26847, -1.08437, -0.47264)
H (-2.08273, -3.12252, 0.76548)
H (5.82972, 1.26524, 2.38323)
H (-5.38228, -0.58949, 1.01321)
H (-0.12553, 1.52503, 2.80970)
H (-2.88807, 0.06066, -1.54151)
H (-1.80437, 4.18329, -3.08086)
H (-4.64720, -2.89541, 1.15754)
H (2.91736, -0.86035, -1.55702)
H (6.64629, 3.54438, 1.87427)
H (0.85405, 3.82186, -0.02620)

## Properties
HOMO energy: -6.071 eV
Relative energy (zero: lowest compared OMol25 entry of this formula, charge and spin): 1.329 eV
HOMO-LUMO gap: 6.01 eV
Lowest unoccupied orbital energy: -0.07 eV